--- w ---
Formula: C8H10O2
Source: the Open Molecules 2025 dataset
Level of theory: the ωB97M-V functional and the def2-TZVPD basis

Computed properties:
Gap between HOMO and LUMO in eV: 8.85
LUMO level in eV: 0.61

Element x y z (Å)
1 C 0.30 -2.06 1.22
2 C 1.30 -0.98 0.63
3 C 0.43 0.06 -0.02
4 C 0.01 -0.19 -1.37
5 O 0.31 -1.27 -2.03
6 C -1.01 0.79 -1.81
7 C -1.43 1.85 -1.03
8 C -0.84 2.12 0.20
9 C 0.07 1.20 0.64
10 O 0.69 1.11 1.92
11 H 1.03 -3.04 1.34
12 H -0.62 -2.34 0.56
13 H -0.07 -1.69 2.17
14 H 1.99 -0.90 1.54
15 H 2.07 -1.51 0.00
16 H -0.13 -1.33 -2.95
17 H -1.46 0.65 -2.85
18 H -2.13 2.58 -1.53
19 H -0.87 3.18 0.65
20 H 0.36 1.77 2.72



--- x ---
Formula: C8H10O2
Source: the Open Molecules 2025 dataset
Level of theory: the ωB97M-V functional and the def2-TZVPD basis

Computed properties:
Gap between HOMO and LUMO in eV: 8.53
LUMO level in eV: 0.06

Element x y z (Å)
1 C -0.45 0.37 -0.86
2 C 2.26 -1.31 -1.04
3 C 3.11 0.27 0.33
4 C -1.39 -0.09 -0.08
5 C 1.06 -0.01 -0.83
6 C 1.62 0.57 0.43
7 C -2.83 0.36 -0.42
8 C -1.21 -1.06 1.02
9 O 3.97 0.89 0.86
10 O 3.33 -0.86 -0.53
11 H 1.54 0.68 -1.66
12 H -0.64 1.25 -1.36
13 H 1.20 -0.26 1.15
14 H 1.35 1.61 0.60
15 H -2.76 1.40 -0.76
16 H -3.33 -0.32 -1.08
17 H -3.39 0.46 0.53
18 H -2.16 -1.30 1.38
19 H -0.76 -1.95 0.57
20 H -0.54 -0.69 1.76



--- y ---
Formula: C8H10O2
Source: the Open Molecules 2025 dataset
Level of theory: the ωB97M-V functional and the def2-TZVPD basis

Computed properties:
Gap between HOMO and LUMO in eV: 9.77
LUMO level in eV: 0.70

Element x y z (Å)
1 O 3.54 0.88 -0.02
2 C 2.46 0.41 0.04
3 C 1.12 0.59 0.53
4 C 0.10 0.46 1.64
5 C -1.08 -0.05 0.70
6 C -0.73 0.26 -0.77
7 C 0.27 1.33 -0.58
8 C 0.29 -0.85 -1.26
9 C 1.50 -0.69 -0.28
10 O 1.83 -1.84 0.36
11 H 0.02 1.52 1.93
12 H 0.42 -0.22 2.42
13 H -1.41 -1.04 1.08
14 H -1.96 0.66 0.87
15 H -1.58 0.43 -1.48
16 H 0.81 1.53 -1.42
17 H -0.12 2.26 -0.23
18 H -0.11 -1.88 -1.08
19 H 0.69 -0.62 -2.29
20 H 2.65 -2.21 -0.15



Most stable one: w, least stable one: x.